(1)
Density functional theory data (wB97M-V/def2-TZVPD) for C3H5NO in the gas phase.

Geometry as XYZ:
```
10
C3H5NO, DFT wB97M-V/def2-TZVPD
N 2.57 0.51 1.03
C 1.68 0.34 0.31
C 0.52 0.19 -0.57
C -0.62 -0.66 -0.04
O -1.66 0.37 0.16
H -0.25 1.05 -0.46
H 0.84 0.00 -1.61
H -0.42 -1.18 0.90
H -1.04 -1.34 -0.78
H -1.62 0.72 1.06
```

As for the SMILES: N#CCCO. Its HOMO energy is -11.01 eV. As for the LUMO energy: 0.7104 eV. As for the total energy: -6728.03444 eV. For the energy above the lowest of the compared OMol25 structures with the same formula, charge and spin, the calculation gives 1.538 eV. The net charge is 0.

(2)
Density functional theory data (wB97M-V/def2-TZVPD) for 2 unconnected molecules or ions with the total composition C4H6BrN2O.

Geometry as XYZ:
```
14
C4H6BrN2O, DFT wB97M-V/def2-TZVPD
C 1.73 1.49 -0.22
C 1.45 0.16 -0.34
C -0.46 1.91 0.35
C -0.76 0.52 0.40
N 0.73 2.37 -0.04
N 0.17 -0.25 -0.16
O -1.16 -2.68 -0.04
Br -2.53 0.00 0.68
H 2.71 1.98 -0.35
H 2.13 -0.57 -0.78
H -1.20 2.57 0.48
H -1.14 -3.25 0.84
H 0.15 -1.26 -0.20
H -1.83 -3.01 -0.61
```

Its HOMO energy is -14.52 eV. As for the LUMO energy: -5.3617 eV. As for the total energy: -79307.50910 eV. For the energy above the lowest of the compared OMol25 structures with the same formula, charge and spin, the calculation gives 0.000 eV. The net charge is +1.

(3)
Density functional theory data (wB97M-V/def2-TZVPD) for 2 unconnected molecules or ions with the total composition C5H9ClN4O.

Geometry as XYZ:
```
20
C5H9ClN4O, DFT wB97M-V/def2-TZVPD
C -3.31 -0.54 0.60
C -0.23 -1.40 -1.53
C 0.78 -0.30 0.63
C 0.88 1.14 0.07
C -0.25 -1.10 -0.06
N -4.15 0.43 0.46
N -3.54 1.46 -0.09
N -2.28 1.20 -0.28
N -2.11 -0.06 0.11
O 0.22 2.04 0.81
Cl -0.82 -2.50 0.78
H -3.45 -1.42 1.07
H -1.19 -1.92 -1.69
H 0.46 -2.21 -1.70
H -0.18 -0.43 -2.23
H 1.83 -0.77 0.57
H 0.71 -0.37 1.75
H 2.01 1.46 -0.02
H 0.56 1.25 -0.90
H -0.74 1.88 0.60
```

Its HOMO energy is -10.09 eV. As for the LUMO energy: -1.0245 eV. As for the total energy: -25857.01823 eV. For the energy above the lowest of the compared OMol25 structures with the same formula, charge and spin, the calculation gives 3.365 eV. The net charge is 0.

(4)
Density functional theory data (wB97M-V/def2-TZVPD) for 11 unconnected molecules or ions with the total composition C6H34O11.

Geometry as XYZ:
```
51
C6H34O11, DFT wB97M-V/def2-TZVPD
C -1.42 -0.77 1.12
C -0.96 0.27 0.07
C 0.31 0.99 0.54
C 1.46 0.01 0.77
C 0.77 2.03 -0.51
C -0.32 3.05 -0.85
O -0.83 2.68 -2.13
H -2.43 -1.13 0.89
H -1.40 -0.37 2.09
H -0.83 -1.68 1.12
H -0.82 -0.24 -0.96
H -1.74 0.98 -0.05
H 0.08 1.49 1.54
H 2.41 0.54 0.97
H 1.65 -0.59 -0.08
H 1.25 -0.68 1.63
H 1.13 1.51 -1.44
H 1.64 2.55 -0.12
H -1.15 3.06 -0.18
H 0.09 4.10 -0.91
H -0.90 3.46 -2.73
O 0.13 -0.66 4.32
H 0.93 -0.15 4.33
H 0.27 -1.39 3.72
O 0.49 -2.03 -1.90
H 0.48 -1.05 -1.76
H 1.10 -2.07 -2.70
O -0.91 1.71 3.66
H -1.83 1.67 3.33
H -0.68 0.79 3.89
O 1.79 1.40 3.84
H 0.99 1.94 4.07
H 1.70 1.29 2.90
O 0.82 -2.74 2.76
H 1.48 -3.20 3.29
H 0.92 -2.88 1.80
O 1.33 -3.42 0.23
H 0.95 -4.27 0.03
H 1.03 -2.87 -0.52
O 0.06 0.33 -3.12
H -0.23 1.22 -2.79
H -0.78 -0.17 -3.24
O 1.93 -1.34 -4.05
H 2.82 -1.00 -3.96
H 1.29 -0.59 -3.91
O -3.13 1.29 -2.22
H -2.37 1.84 -2.19
H -2.80 0.46 -2.52
O -1.90 -1.52 -2.96
H -1.11 -1.95 -2.57
H -2.72 -1.92 -2.56
```

As for the SMILES: CC[C@@H](C)CCO.O.O.O.O.O.O.O.O.O.O. Its HOMO energy is -10.74 eV. As for the LUMO energy: 0.1491 eV. As for the total energy: -29297.26618 eV. For the energy above the lowest of the compared OMol25 structures with the same formula, charge and spin, the calculation gives 1.120 eV. The net charge is 0.

(5)
Density functional theory data (wB97M-V/def2-TZVPD) for a gas-phase ion, C5H12NO (charge -1).

Geometry as XYZ:
```
19
C5H12NO, DFT wB97M-V/def2-TZVPD
C -2.06 -0.13 -0.72
C -0.81 -0.76 -0.12
C 0.53 0.03 -0.38
C 0.38 1.19 -1.36
N 1.20 0.49 0.82
C 1.59 -0.56 1.86
O 0.62 -1.25 2.46
H -1.94 0.10 -1.77
H -2.92 -0.82 -0.68
H -2.45 0.73 -0.17
H -0.83 -0.86 0.96
H -0.74 -1.80 -0.45
H 1.22 -0.66 -0.84
H -0.31 1.96 -1.01
H 0.15 0.79 -2.35
H 1.38 1.62 -1.45
H 0.53 1.08 1.33
H 2.15 0.06 2.60
H 2.32 -1.18 1.28
```

As for the SMILES: CC[C@@H](C)NC[O-]. Its HOMO energy is -2.45 eV. As for the LUMO energy: 3.9382 eV. As for the total energy: -8916.60717 eV. For the energy above the lowest of the compared OMol25 structures with the same formula, charge and spin, the calculation gives 0.456 eV. The net charge is -1.

(6)
Density functional theory data (wB97M-V/def2-TZVPD) for 3 unconnected molecules or ions with the total composition C2H11N3O2.

Geometry as XYZ:
```
18
C2H11N3O2, DFT wB97M-V/def2-TZVPD
H 2.45 0.71 0.05
N 1.87 -0.12 -0.08
C 0.85 -0.16 0.69
N 0.46 0.80 1.60
N -0.04 -1.24 0.55
C -0.23 -1.79 -0.76
H -0.53 0.77 1.85
H 1.00 0.98 2.44
H -0.89 -1.12 1.09
H 0.73 -1.83 -1.28
H -0.57 -2.83 -0.80
H -0.93 -1.26 -1.43
O -2.32 1.50 1.61
H -2.43 2.34 1.17
H -2.77 1.68 2.45
O 0.25 0.53 -3.33
H 0.23 -0.16 -2.65
H 1.19 0.43 -3.53
```

As for the SMILES: [H]/N=C(\N)NC.O.O. Its HOMO energy is -8.65 eV. As for the LUMO energy: 0.3860 eV. As for the total energy: -10817.56196 eV. For the energy above the lowest of the compared OMol25 structures with the same formula, charge and spin, the calculation gives 0.813 eV. The net charge is 0.

(7)
Density functional theory data (wB97M-V/def2-TZVPD) for 3 unconnected molecules or ions with the total composition C6H13O2S.

Geometry as XYZ:
```
22
C6H13O2S, DFT wB97M-V/def2-TZVPD
C 1.98 -1.26 -0.03
C 0.70 -0.56 -0.19
C 2.27 -2.51 -0.37
C -2.45 1.56 -0.21
C -3.67 -0.49 0.68
C -3.15 0.69 0.88
O 3.73 1.75 -1.20
O 2.55 1.13 1.18
S 3.21 -0.31 0.90
H 0.88 0.27 -0.92
H -0.18 -1.25 -0.62
H 0.30 -0.22 0.78
H 3.24 -2.97 -0.05
H 3.75 0.79 -0.88
H 1.78 -3.21 -1.02
H -3.09 1.84 -1.18
H -2.27 2.57 0.20
H -1.49 1.14 -0.42
H 3.09 2.11 -0.56
H -4.23 -1.20 1.36
H -3.72 -0.94 -0.25
H -3.24 1.06 1.93
```

Its HOMO energy is -2.49 eV. As for the LUMO energy: 3.3045 eV. As for the total energy: -21361.32985 eV. For the energy above the lowest of the compared OMol25 structures with the same formula, charge and spin, the calculation gives 3.302 eV. The net charge is -1.

(8)
Density functional theory data (wB97M-V/def2-TZVPD) for 8 unconnected molecules or ions with the total composition C4H26N2O7.

Geometry as XYZ:
```
39
C4H26N2O7, DFT wB97M-V/def2-TZVPD
C -2.04 -2.27 -2.11
C -0.73 -1.50 -2.09
C -0.82 -0.02 -2.42
N -0.50 0.89 -1.30
C -1.54 1.94 -1.07
N -1.13 2.53 0.25
H -2.05 -3.01 -2.95
H -2.86 -1.55 -2.11
H -2.32 -2.75 -1.17
H -0.29 -1.68 -1.07
H -0.01 -1.93 -2.85
H -1.83 0.16 -2.94
H -0.14 0.17 -3.25
H -0.11 0.49 -0.45
H -1.35 2.71 -1.83
H -2.54 1.60 -0.93
H -1.80 3.23 0.54
H -0.19 2.83 0.10
O 2.52 -1.59 2.00
H 3.16 -1.73 1.28
H 2.33 -2.48 2.32
O 1.30 0.68 1.43
H 1.71 -0.10 1.83
H 1.58 1.01 0.56
O 3.47 -0.64 -1.13
H 2.80 0.04 -0.91
H 4.32 -0.20 -1.09
O -0.73 -1.94 2.06
H -0.17 -1.39 1.50
H -0.95 -2.66 1.45
O -0.26 1.47 3.42
H 0.71 1.48 3.38
H -0.33 1.53 2.43
O 2.17 1.70 -1.23
H 2.53 2.52 -0.88
H 1.54 1.83 -1.95
O -1.95 -0.56 4.05
H -1.73 -1.14 3.32
H -1.78 0.34 3.75
```

As for the SMILES: CCCNCN.O.O.O.O.O.O.O. Its HOMO energy is -9.05 eV. As for the LUMO energy: 0.0217 eV. As for the total energy: -21881.52572 eV. For the energy above the lowest of the compared OMol25 structures with the same formula, charge and spin, the calculation gives 1.954 eV. The net charge is 0.

The calculation returns the following M values, one per record and in order: 71.1, 178.0, 176.6, 282.3, 102.2, 109.1, 149.2, 214.3 g mol⁻¹.
The calculation returns the following max |F| values, one per record and in order: 0.058, 0.086, 0.095, 0.049, 0.023, 0.031, 0.056, 0.073 Eh/bohr.
The calculation returns the following Kohn-Sham gap values, one per record and in order: 11.720, 9.158, 9.067, 10.888, 6.393, 9.035, 5.796, 9.067 eV.